No. 1
{"formula": "C12H17NO3", "method": "ωB97M-V/def2-TZVPD", "species": ["C", "C", "O", "C", "C", "N", "C", "O", "H", "C", "C", "C", "C", "C", "C", "H", "O", "C", "H", "H", "H", "H", "H", "H", "H", "H", "H", "H", "H", "H", "H", "H", "H"], "positions_angstrom": [[-1.566584, -3.110334, -0.140746], [-1.639514, -2.083185, 0.868047], [-1.760662, -0.715017, 0.244180], [-2.009516, 0.209354, 1.168122], [-2.072478, 1.383931, 0.272721], [-1.004790, 1.592803, -0.401841], [-1.247252, 1.792455, -1.599648], [-2.255106, 2.122177, -2.404020], [-0.264436, 2.005742, -2.426925], [0.375873, 1.369090, 0.046067], [0.705320, 2.209905, 1.253935], [1.926363, 1.826464, 1.618920], [2.892390, 0.687643, 0.933387], [2.466039, 0.350897, -0.100644], [1.163267, 0.519482, -0.754400], [0.729617, 0.025706, -1.391884], [3.369322, -0.743284, -0.672433], [2.926930, -1.281352, -1.838134], [3.926079, -1.729274, -2.265202], [2.064226, -1.828273, -1.655937], [2.706447, -0.513683, -2.808152], [3.739170, 0.737853, 1.570022], [2.359921, 2.308411, 2.692587], [0.056028, 2.744870, 1.937431], [-2.976282, 1.760962, -0.469513], [-2.061730, 2.419010, 1.121121], [-1.212639, 0.049391, 1.904824], [-2.961396, 0.291705, 1.737550], [-1.003728, -2.115468, 1.661967], [-2.656508, -2.335870, 1.541625], [-0.709676, -2.782154, -0.848870], [-2.502224, -3.107432, -1.023466], [-1.502477, -4.062518, 0.229294]], "forces_ev_per_a": [[-0.616, 2.419, -6.491], [-6.441, 1.755, 0.227], [-0.196, -6.564, -0.537], [-1.292, 1.368, 1.194], [-6.533, 6.330, 7.378], [6.713, -0.992, -0.838], [0.794, 4.746, -14.922], [2.204, -1.995, 5.011], [-1.809, -1.096, 3.090], [-1.645, 1.137, -0.735], [0.730, -3.489, -2.379], [4.247, -0.483, 3.606], [0.884, 10.685, 15.413], [-3.289, -9.194, -15.036], [3.969, 7.669, 11.116], [-3.830, -5.203, -6.959], [-1.283, 3.272, 1.411], [3.434, 1.884, -4.655], [-2.441, -0.350, 0.690], [-1.391, -1.817, -0.336], [0.212, -1.351, 2.726], [0.981, -1.191, -0.481], [-0.961, -1.455, -3.134], [-0.187, 0.187, -0.770], [1.543, -2.009, 2.188], [-0.674, -2.486, -1.715], [0.185, 1.475, 0.395], [-0.018, -1.201, -0.303], [2.918, 0.251, 1.634], [1.849, 1.077, -1.774], [-0.851, -1.205, 1.130], [2.298, 0.170, 3.043], [0.495, -2.345, 0.815]], "lowdin_charge": [-0.111, -0.248, -0.119, -0.296, -0.222, -0.126, -0.308, -0.102, 0.202, -0.091, -0.027, -0.019, 0.003, -0.245, 0.106, 0.018, -0.132, -0.188, 0.126, 0.046, 0.146, 0.118, 0.156, 0.109, 0.199, 0.191, 0.132, 0.137, 0.076, 0.174, 0.096, 0.167, 0.033], "e_above_lowest_kj_mol": 1242.7, "charge": 0, "homo_lumo_gap_ha": 0.3405, "e_tot_ev": -20340.095, "homo_energy_ev": -8.87}



No. 2
{"formula": "C12H17NS", "method": "ωB97M-V/def2-TZVPD", "species": ["C", "C", "C", "C", "C", "C", "C", "C", "C", "N", "H", "H", "H", "H", "H", "H", "H", "H", "H", "C", "C", "C", "S", "H", "H", "H", "H", "H", "H", "H", "H"], "positions_angstrom": [[-2.849903, -1.860967, 2.418361], [-0.192265, 0.738305, 1.873702], [-1.529873, 0.478945, 2.210315], [-1.677418, -0.955417, 2.175562], [-0.452412, -1.461075, 1.889592], [0.402372, 1.964371, 1.595841], [-0.576398, 2.951938, 1.543502], [-1.969047, 2.771477, 1.805335], [-2.443606, 1.537596, 2.198109], [0.518676, -0.488789, 1.873410], [1.419243, 2.088729, 1.229214], [-0.268963, 3.995590, 1.349673], [1.519154, -0.534338, 1.597711], [-2.586215, 3.629287, 1.977339], [-0.367418, -2.490787, 1.570187], [-3.477539, 1.215857, 2.327462], [-3.634420, -1.323022, 1.921962], [-2.930177, -1.953871, 3.488068], [-2.679308, -2.793843, 1.913208], [2.715558, 0.481851, -3.273975], [1.304635, 0.558610, -3.896127], [2.024011, -2.492731, -2.214959], [2.946540, -0.896779, -2.041843], [3.413099, 0.074168, -4.041293], [3.027812, 1.320312, -2.672913], [1.430943, 0.951911, -4.898483], [0.577817, 1.202776, -3.290226], [2.597297, -3.267946, -1.722746], [1.071729, -2.362498, -1.764292], [1.840458, -2.628287, -3.321787], [0.825618, -0.451374, -3.819910]], "forces_ev_per_a": [[0.968, 1.700, -0.594], [2.600, -1.535, 0.857], [0.040, -0.043, -0.872], [0.960, -0.466, 0.135], [-0.214, -0.697, 0.091], [-2.243, 0.280, -0.425], [0.104, 1.712, 0.103], [1.063, -0.368, 1.166], [0.108, -1.060, -0.549], [0.031, 1.194, -1.060], [-0.196, 0.022, 0.411], [-0.136, -0.641, -0.065], [-1.531, -0.274, 0.112], [-0.264, 0.461, -0.593], [0.835, -0.024, 0.399], [-0.012, 0.850, 0.221], [-1.277, -0.270, 0.261], [-0.752, -0.318, 0.290], [-0.057, -0.534, 0.036], [-0.819, -2.995, -0.915], [-0.767, 0.211, 1.916], [-0.206, 1.652, -2.528], [0.758, -0.029, 1.919], [-0.248, 1.432, 0.322], [0.318, 0.315, -0.293], [-0.547, -0.162, -0.220], [1.192, -0.561, -0.853], [0.232, 0.016, -0.255], [-0.825, -0.124, 0.537], [0.394, -0.541, 1.223], [0.491, 0.801, -0.776]], "lowdin_charge": [-0.037, -0.215, -0.143, -0.245, -0.097, -0.018, -0.103, -0.097, -0.034, 0.080, 0.111, 0.100, 0.161, 0.087, 0.119, 0.112, 0.067, 0.080, 0.070, -0.523, -0.161, -0.402, 0.709, 0.057, 0.048, 0.058, 0.093, 0.023, -0.006, 0.047, 0.059], "e_above_lowest_kj_mol": 228.6, "charge": 0, "homo_lumo_gap_ha": 0.3057, "e_tot_ev": -25043.466, "smiles": "Cc1c[nH]c2ccccc12.CCSC", "homo_energy_ev": -7.61}



No. 3
{"formula": "C12H17P", "method": "ωB97M-V/def2-TZVPD", "species": ["C", "C", "C", "C", "C", "C", "C", "C", "C", "C", "C", "C", "P", "H", "H", "H", "H", "H", "H", "H", "H", "H", "H", "H", "H", "H", "H", "H", "H", "H"], "positions_angstrom": [[-1.567912, -3.395941, -2.124981], [-1.771709, -2.140012, -2.612734], [-0.760045, -3.496331, -1.009604], [-1.142628, -0.952974, -2.193196], [-0.067685, -2.381378, -0.518319], [-0.193841, -1.143483, -1.150709], [1.404709, 2.608511, -1.707514], [0.497889, 1.635905, -1.606869], [1.459013, -0.089970, 2.141814], [0.963774, 2.137262, 1.475012], [-0.918826, 0.285796, 1.380164], [0.581770, 0.634524, 1.184064], [1.054438, 0.181881, -0.698815], [-2.139562, -4.275537, -2.476349], [-2.407760, -2.016031, -3.541458], [-0.612701, -4.496242, -0.466967], [-1.433988, -0.043799, -2.719547], [0.654472, -2.496513, 0.191180], [1.414112, 3.513657, -2.153356], [2.200791, 2.416460, -0.920651], [-0.356152, 1.476861, -2.318480], [1.797074, 0.599354, 2.955976], [0.940907, -0.899323, 2.648703], [2.458564, -0.361435, 1.763592], [0.166585, 2.806634, 1.034624], [1.980973, 2.453454, 1.109896], [0.795429, 2.401684, 2.518714], [-1.628872, 0.882800, 0.747563], [-1.244735, -0.745619, 1.038889], [-1.140912, 0.591972, 2.404787]], "forces_ev_per_a": [[-0.560, -0.956, 0.977], [-1.187, 1.915, -2.958], [0.883, -1.389, 1.665], [0.349, -2.276, 0.909], [-1.818, -0.135, -2.979], [-0.161, 1.837, -0.459], [0.704, -3.217, 3.759], [-0.609, -0.497, -2.117], [1.594, -0.324, 1.667], [-2.129, 0.915, -1.535], [-0.580, 0.765, -0.813], [-0.213, 0.954, -1.684], [-0.343, -0.549, 1.524], [0.549, 0.718, -0.004], [0.465, -0.296, 1.258], [-0.245, 1.547, -0.982], [0.508, -0.196, 0.420], [1.727, -0.337, 2.090], [-0.345, 2.598, -1.772], [-0.333, 0.780, -1.452], [0.725, 0.819, 0.911], [-0.663, -0.479, -0.304], [0.270, -0.492, -0.178], [-0.590, -0.517, -0.317], [1.099, -0.470, -0.293], [-1.070, -0.479, 0.583], [0.580, -0.535, 0.316], [0.949, 0.087, 0.325], [0.879, 0.921, 1.258], [-0.436, -0.710, 0.188]], "lowdin_charge": [-0.118, -0.120, -0.087, -0.079, -0.125, -0.390, -0.070, -0.367, -0.156, -0.126, -0.105, -0.668, 1.070, 0.115, 0.119, 0.129, 0.085, 0.068, 0.016, 0.047, 0.057, 0.079, 0.076, 0.075, 0.084, 0.083, 0.068, 0.086, 0.078, 0.076], "e_above_lowest_kj_mol": 252.8, "charge": 0, "homo_lumo_gap_ha": 0.3247, "e_tot_ev": -22005.813, "smiles": "C=CP(c1ccccc1)C(C)(C)C", "homo_energy_ev": -7.96}



Number 1: maximum force 18.8 eV/A. Number 2: maximum force 3.2 eV/A. Number 3: maximum force 5.0 eV/A.